DFT (wB97M-V/def2-TZVPD) results for C38H53F7GeILuN3O3SSbSi3 as an isolated structure.

XYZ file:
```
112
Properties=species:S:1:pos:R:3:forces:R:3
Lu -0.01378 -0.10652 -0.96843 0.3 0.0 0.2
O 2.70549 -3.59367 -2.92852 0.2 -0.3 -0.9
S 1.74552 -3.21096 -1.92916 -0.9 0.5 -1.0
O 2.33408 -2.88182 -0.67774 0.0 0.5 1.0
N 0.71726 -2.08021 -2.40562 0.0 0.5 -0.4
C 0.14334 -2.12855 -3.70063 0.9 -0.2 1.2
C 0.22503 -3.19174 -4.57459 -0.5 0.3 0.4
C -0.33004 -3.13903 -5.84320 -0.9 0.1 -0.8
C -1.02671 -2.05408 -6.31018 0.6 0.4 1.2
C -1.05774 -0.91680 -5.46397 -0.5 0.0 0.0
C -1.60317 0.32140 -5.87569 0.1 0.6 0.5
C -1.52222 1.42909 -5.08529 0.7 -1.2 0.8
C -0.92085 1.26165 -3.80689 -0.7 1.2 -1.5
N -0.43313 0.15856 -3.39691 0.6 -1.4 1.2
C -0.51413 -0.95985 -4.16808 0.8 0.1 -0.4
C 0.70982 -4.59224 -1.62671 -0.9 -1.6 0.7
C 1.24039 -5.88266 -1.89979 0.1 1.8 -0.4
C 0.49747 -6.98291 -1.63987 -1.7 -0.8 0.8
C -0.80534 -6.85369 -1.06691 1.5 -0.5 -1.0
C -1.32808 -5.62572 -0.77959 0.4 0.9 0.0
C -0.57253 -4.46764 -1.04744 0.9 -0.2 -0.6
H 0.60660 -4.11278 -4.23025 0.7 -0.7 0.1
H -0.29161 -4.00496 -6.47639 0.1 -0.5 -0.1
H -1.54831 -2.03123 -7.24284 0.0 0.0 -0.5
H -2.05878 0.40610 -6.82959 -0.3 -0.1 -0.9
H -1.80133 2.41186 -5.34742 -0.6 0.7 -0.4
H -0.85633 2.09163 -3.15099 -0.1 0.7 0.4
H 2.18307 -5.93630 -2.43309 0.1 0.0 0.3
H 0.86756 -7.97379 -1.88123 0.0 0.0 0.0
H -1.38883 -7.74762 -1.00300 -0.4 -0.4 0.4
H -2.31762 -5.52924 -0.35497 -0.1 0.1 -0.1
H -1.01252 -3.48666 -0.86767 0.3 -0.3 -0.2
F -3.09647 2.61152 -1.93326 0.3 -0.7 0.1
Sb -3.78602 4.16055 -2.70376 -1.7 -0.5 1.2
F -2.88601 5.17098 -1.40120 0.4 0.5 0.3
F -2.25643 4.23976 -3.77863 0.7 0.0 -0.7
F -4.41711 5.73609 -3.49967 -0.3 0.5 -0.2
F -4.74266 3.15991 -4.00956 0.2 0.1 0.1
F -5.26049 4.04773 -1.45252 0.5 0.2 -0.9
I 3.26758 0.75053 -2.75358 -0.1 0.3 0.2
C 2.23688 2.51503 -2.25550 -1.6 -0.2 0.5
C 2.67080 3.76413 -2.68302 0.0 -0.4 0.4
C 1.81151 4.83691 -2.51008 -1.1 -0.4 0.2
C 0.54708 4.65076 -1.92741 0.7 0.3 0.2
C 0.24617 3.39579 -1.43368 0.1 -1.2 0.0
N 1.05229 2.32463 -1.61256 1.2 0.3 -1.1
H 3.66267 3.87615 -3.08811 0.0 0.0 -0.2
H 2.07339 5.80053 -2.89596 0.2 0.4 0.0
H -0.15418 5.46975 -1.77568 0.1 -0.2 -0.2
H -0.66527 3.10142 -0.90690 0.1 0.6 -0.1
F -0.99546 1.26046 0.15579 -0.1 0.2 -0.1
C 2.15377 3.68993 4.20810 -0.5 0.4 -1.3
Si 2.49575 2.63232 2.67214 -1.0 0.2 0.2
C 2.00753 3.68621 1.21824 0.4 0.2 -1.0
C 4.33621 2.50566 2.53531 -0.2 1.3 -0.1
Ge 1.19269 0.64741 2.73408 -0.4 0.9 0.8
Si -1.02873 1.42554 3.10122 -0.4 0.1 -0.3
C -2.41865 0.16669 2.66209 0.4 1.3 0.8
C -1.08088 1.75090 4.94971 -0.2 -0.3 0.9
C -1.40721 3.12701 2.34160 0.8 0.0 -0.3
Si 1.81751 -0.39583 4.83222 -0.3 -0.2 0.2
C 0.56066 -1.73372 5.37250 -1.1 1.4 0.5
C 2.15029 0.69997 6.37728 -0.1 0.3 -0.4
C 3.44693 -1.19269 4.42779 0.0 -0.8 -0.5
H 2.87258 4.51517 4.18150 -0.3 0.2 0.2
H 2.31739 3.08925 5.05261 0.4 -0.6 1.4
H 1.09965 4.01782 4.26114 0.6 0.2 -0.2
H 0.92465 3.73050 1.07615 0.2 0.2 0.2
H 2.40589 3.29231 0.26087 -0.1 0.0 0.6
H 2.45256 4.69491 1.32498 -0.4 -0.2 0.0
H 4.72057 3.54135 2.62220 0.1 -0.5 0.2
H 4.57466 2.18624 1.55085 0.3 -0.5 -1.0
H 4.77315 1.84523 3.23461 0.7 -0.6 0.9
H -2.56986 -0.53829 3.47267 0.4 -0.7 -0.1
H -2.29019 -0.22851 1.66106 -0.2 -0.2 0.0
H -3.33181 0.75706 2.75349 -0.2 0.2 -0.6
H -0.66111 0.92681 5.56957 -0.3 0.5 -0.4
H -2.12540 1.91992 5.28792 0.5 0.1 -0.1
H -0.48603 2.65922 5.13654 -0.2 -0.2 0.1
H -1.62918 2.83440 1.29677 0.1 0.8 0.4
H -0.56564 3.86773 2.42256 -0.5 -0.9 -0.3
H -2.23313 3.66469 2.79213 -0.5 -0.2 0.1
H 0.54297 -1.94523 6.46154 0.3 -0.1 -0.5
H 0.60704 -2.63093 4.78244 0.1 -0.5 -0.1
H -0.44458 -1.26721 5.17380 0.7 -0.5 0.1
H 1.23973 1.21471 6.70842 0.2 0.1 -0.2
H 2.92432 1.46899 6.11170 -0.5 -0.8 0.6
H 2.43749 0.06510 7.23067 0.3 0.2 -0.3
H 3.35157 -1.90221 3.58404 0.0 0.3 0.4
H 3.93668 -1.68465 5.25008 0.1 -0.5 0.6
H 4.13629 -0.44126 4.10294 0.5 0.6 -0.4
C 0.23786 -2.27589 1.73598 -1.2 -0.6 -0.6
O 0.56256 -1.27490 0.79971 -0.3 -0.8 0.1
C 1.54197 -0.23898 1.09125 0.9 -0.4 -0.8
C 2.97939 -0.81137 1.04044 0.1 0.9 0.2
H -0.64589 -1.98001 2.29927 -0.2 0.2 0.1
H 0.99234 -2.47315 2.46076 1.1 0.0 0.3
H -0.01409 -3.21748 1.20695 0.3 0.5 0.2
H 3.34395 -0.82223 0.01686 0.3 0.0 0.0
H 3.07453 -1.83732 1.38434 -0.1 -0.2 0.2
H 3.67882 -0.19123 1.66403 -0.6 -0.4 -0.5
C -4.74482 -2.46375 -1.81504 -0.3 0.0 -0.3
C -4.28286 -1.38234 -2.59769 -0.3 -1.2 1.2
C -3.07241 -0.80965 -2.24890 0.2 1.0 -1.4
C -2.20977 -1.16599 -1.22444 -0.4 -1.0 0.9
C -2.77768 -2.18526 -0.41125 0.5 0.6 0.2
C -4.00582 -2.81057 -0.67878 0.4 -0.2 -0.3
H -5.64364 -3.07895 -2.07224 0.7 0.8 0.2
H -4.83194 -0.98442 -3.43427 -0.2 -0.1 -0.2
H -2.75557 -0.01860 -2.92280 -0.2 0.1 0.1
H -2.15557 -2.45583 0.46063 -0.8 -0.3 -0.2
H -4.35840 -3.64678 -0.07247 0.1 0.2 0.1
```
Forces are in eV/Å.

Properties
HOMO level = -2.113 eV
HOMO-LUMO gap = 5.726 eV
total charge = -2
LUMO = 3.61 eV
F_max = 0.0412 Eh/bohr
ΔE to the lowest compared entry with this formula, charge and spin = 0.014 eV

Mulliken atomic charge list, values in e, 8 entries: atom 1 (Lu): 1.797, atom 2 (O): -0.797, atom 3 (S): 1.348, atom 4 (O): -0.712, atom 5 (N): 0.185, atom 6 (C): 0.445, atom 7 (C): -0.914, atom 8 (C): -1.014